{
  "formula": "C4H12N2O2",
  "method": "ωB97M-V with the def2-TZVPD basis set",
  "elements": ["H", "C", "C", "H", "O", "H", "H", "H", "H", "C", "C", "H", "N", "H", "O", "H", "N", "H", "H", "H"],
  "positions_angstrom": [[-2.3975, -1.1561, 0.3019], [-0.7784, 1.0413, 1.5457], [-1.8001, -1.4426, -0.4719], [-1.6994, 0.4716, 1.8791], [3.9175, -1.9097, 0.2703], [3.9467, -1.9493, -0.7284], [-0.0248, 0.5168, 2.0845], [-0.2986, -0.7609, -2.6108], [0.9595, -1.8026, -1.7559], [0.3865, -0.8013, -1.6890], [-0.6151, 0.6399, 0.0748], [-1.6459, -2.5416, -0.4752], [-0.7874, 2.5074, 1.6771], [-2.2821, -1.1481, -1.4316], [-0.5828, 1.4038, -0.8455], [-0.1679, 3.0778, 1.1687], [-0.4842, -0.7462, -0.4405], [3.1808, -2.5141, 0.6407], [-1.6756, 2.8980, 1.9181], [1.1719, 0.0030, -1.8025]],
  "atomic_forces_ev_per_a": [[-1.48, 0.75, 2.27], [-1.05, 0.12, -1.49], [2.88, -0.82, -3.49], [0.54, 1.32, -0.12], [-1.33, -1.17, -0.37], [-0.48, -0.29, 1.87], [1.05, -0.05, 0.57], [1.03, 0.08, 1.10], [-1.10, 1.36, 0.40], [-0.86, -1.14, -0.74], [-0.06, -2.15, -2.64], [-0.21, 0.61, 0.07], [-1.05, -2.37, 1.82], [-0.12, -0.31, 0.45], [0.23, 2.55, 0.39], [0.49, 0.16, -0.85], [1.02, 0.36, 1.85], [1.79, 1.48, -1.50], [-0.02, 0.22, -0.24], [-1.26, -0.73, 0.65]],
  "lowdin_charge": [0.0342, -0.1668, -0.0702, 0.1348, -0.1304, 0.0509, 0.0949, 0.0886, 0.0846, -0.0878, -0.4152, 0.0898, 0.0245, 0.0932, 0.0741, 0.0561, -0.1837, 0.0759, 0.0614, 0.0909],
  "homo_ev": -8.6,
  "spin_multiplicity": 1,
  "e_tot_ha": -419.52892
}


{
  "formula": "C4H12N2O2",
  "method": "ωB97M-V with the def2-TZVPD basis set",
  "elements": ["C", "H", "O", "N", "H", "O", "H", "H", "H", "H", "H", "H", "H", "C", "H", "C", "C", "H", "H", "N"],
  "positions_angstrom": [[0.5555, 0.6882, 1.7961], [-0.8795, -0.3135, -1.0646], [-1.3354, 1.4732, 0.6128], [-2.6489, 1.2114, 0.9854], [-3.0045, 0.4201, 0.4502], [0.6562, -1.3628, -0.1709], [-2.6806, 0.9784, 1.9771], [1.9065, 0.8914, -0.6889], [1.1517, -3.1683, -0.8782], [1.2253, -0.1648, 1.8618], [0.4758, 1.8382, -1.1558], [1.1137, 1.5867, 1.5175], [1.0728, 0.5510, -2.2119], [0.9365, 0.8540, -1.1774], [1.3708, -1.8557, -2.0603], [0.0201, -0.1361, -0.4479], [0.7268, -2.2433, -1.2632], [-0.2687, -2.4442, -1.6778], [0.0771, 0.8520, 2.7608], [-0.4712, 0.3441, 0.8354]],
  "atomic_forces_ev_per_a": [[-0.22, 0.29, -0.09], [0.16, 0.02, 0.14], [0.75, -0.17, -0.14], [-0.50, 0.07, 0.07], [0.26, 0.01, 0.11], [-0.05, 0.24, 0.20], [0.20, -0.09, -0.18], [0.11, 0.05, 0.02], [-0.01, -0.02, -0.11], [0.06, 0.00, 0.07], [-0.01, 0.10, -0.06], [0.09, 0.04, 0.03], [0.06, 0.01, -0.11], [-0.20, -0.39, 0.23], [-0.01, -0.05, 0.00], [-0.22, 0.36, -0.45], [0.05, -0.01, -0.09], [0.03, -0.01, 0.02], [0.10, -0.01, 0.04], [-0.64, -0.46, 0.32]],
  "lowdin_charge": [-0.0586, 0.1484, -0.1905, 0.0223, 0.0766, -0.1507, 0.0783, 0.0817, 0.0912, 0.0909, 0.0810, 0.0845, 0.0732, -0.0177, 0.0856, -0.4123, -0.0982, 0.0915, 0.0846, -0.1616],
  "homo_ev": -9.0,
  "spin_multiplicity": 1,
  "e_tot_ha": -419.46227
}


{
  "formula": "C4H12N2O2",
  "method": "ωB97M-V with the def2-TZVPD basis set",
  "elements": ["N", "O", "H", "H", "H", "H", "H", "C", "H", "C", "H", "C", "H", "H", "N", "C", "H", "O", "H", "H"],
  "positions_angstrom": [[-0.1055, -0.4202, 1.3771], [2.0657, -1.4650, 1.7092], [-1.3899, 1.1626, -0.2396], [-0.5545, -1.1861, 0.8753], [0.5846, 1.8858, -2.2146], [-2.7117, -0.4324, -1.0074], [1.3057, -0.1292, 2.9285], [-0.8388, -0.3834, -1.5651], [-0.9347, 2.5212, -1.7719], [-0.4443, 0.8589, -0.7271], [0.6796, 1.4516, 0.9049], [0.8833, -0.9276, 2.2878], [0.4436, -1.6411, 2.9897], [-0.0541, -1.1455, -1.7590], [-0.0781, 2.0775, -1.4784], [0.5209, 0.4923, 0.3843], [1.9044, -1.8823, 0.8483], [-1.9974, -1.0629, -1.1198], [1.5695, 0.2942, 0.1819], [-0.8483, -0.0684, -2.6042]],
  "atomic_forces_ev_per_a": [[0.85, -0.11, -0.91], [0.38, -0.43, -0.52], [0.37, -0.30, 0.19], [-0.02, 0.02, 0.23], [-0.23, 0.22, -0.29], [-0.08, 0.14, -0.02], [-0.53, 0.01, -0.40], [0.97, -0.06, -1.19], [0.33, 0.09, -0.58], [-0.54, -0.47, -0.11], [-0.30, -0.10, 0.21], [0.36, 0.41, 0.78], [-0.24, -0.19, -0.34], [-0.10, 0.11, 1.32], [0.25, -1.02, 0.97], [-0.36, 2.08, 1.76], [-0.26, 0.07, 0.48], [0.37, -0.14, -0.08], [-0.06, -0.86, -1.02], [-1.16, 0.53, -0.49]],
  "lowdin_charge": [-0.0240, -0.0828, 0.1439, 0.0973, 0.0694, 0.0868, 0.1253, -0.2454, 0.0689, -0.3677, 0.1195, -0.3117, 0.1143, 0.1274, 0.0437, -0.2033, 0.0856, -0.0577, 0.1117, 0.0991],
  "homo_ev": -9.4,
  "spin_multiplicity": 1,
  "e_tot_ha": -419.54741
}


{
  "formula": "C4H12N2O2",
  "method": "ωB97M-V with the def2-TZVPD basis set",
  "elements": ["H", "H", "C", "H", "H", "H", "O", "H", "C", "H", "C", "H", "N", "H", "C", "O", "H", "N", "H", "H"],
  "positions_angstrom": [[-1.9656, -0.3159, 0.9249], [-2.3693, 1.1832, 0.1539], [-1.1958, -0.0779, -1.1090], [-3.1866, -0.2837, -0.3486], [-1.3902, 0.3101, -2.0980], [0.3084, -1.1409, -1.8644], [0.1409, 1.9943, 1.5767], [2.4948, 1.2809, 0.6164], [-2.2161, 0.1202, -0.0431], [0.0612, 2.2239, -0.3986], [0.5957, 1.5929, 0.3050], [2.2749, -1.6888, -0.7045], [1.6927, -1.9633, 0.0759], [1.6112, -2.9733, 0.1240], [0.4747, -1.2432, 0.1515], [1.9619, 1.8692, 0.0684], [-0.1294, -1.5355, 1.0008], [-0.2531, -1.0324, -1.0265], [0.6031, 0.2917, 0.3508], [0.4866, 1.3883, 2.2445]],
  "atomic_forces_ev_per_a": [[0.17, -0.08, -0.20], [0.00, 0.06, -0.09], [0.09, -0.79, -0.18], [0.02, -0.07, -0.01], [-0.06, -0.10, -0.07], [-0.07, 0.00, 0.04], [0.07, 0.22, 0.20], [-0.05, -0.03, -0.10], [-0.07, 0.33, 0.23], [-0.03, -0.24, -0.01], [0.18, -1.55, 0.33], [0.06, -0.02, 0.15], [-0.05, -0.22, -0.18], [0.05, 0.05, -0.10], [0.07, -1.08, -0.02], [0.15, 0.26, 0.08], [-0.05, 0.14, 0.07], [0.06, 1.28, 0.49], [-0.46, 1.84, -0.48], [-0.09, 0.01, -0.15]],
  "lowdin_charge": [0.0704, 0.0773, -0.1897, 0.0751, 0.1074, 0.1484, -0.0485, 0.0778, -0.0891, 0.1113, -0.3796, 0.0679, 0.0115, 0.0664, -0.3298, -0.0486, 0.1076, -0.0123, 0.0938, 0.0826],
  "homo_ev": [-6.5, -6.5],
  "spin_multiplicity": 1,
  "e_tot_ha": -419.45478
}


{
  "formula": "C4H12N2O3",
  "method": "ωB97M-V with the def2-TZVPD basis set",
  "elements": ["O", "H", "H", "H", "H", "N", "N", "H", "O", "H", "H", "C", "H", "H", "C", "C", "C", "H", "H", "O", "H"],
  "positions_angstrom": [[2.0455, 0.3007, 1.1925], [-0.0804, 1.7889, -1.0243], [-1.7366, 0.3633, 0.2507], [2.0082, -0.4710, 1.7806], [1.9121, 0.0109, -0.6469], [-1.1311, -1.4983, -2.6659], [-1.5543, -0.2640, -2.1140], [1.0145, 2.0592, 1.2320], [1.2405, 0.2280, -1.3311], [0.0245, -1.6819, -0.5899], [-0.1679, -0.4438, 2.5777], [0.1680, 0.7914, -0.6748], [0.6022, 0.8455, 3.4315], [-1.5095, -2.2803, -2.1384], [-0.8885, -0.0612, -0.2725], [0.0273, 0.6325, 2.5184], [0.8059, 0.9908, 1.2811], [-0.9189, 1.1758, 2.5632], [-0.1180, -1.6072, -2.7526], [-0.5660, -1.3420, 0.1089], [-1.1773, 0.4628, -2.7263]],
  "atomic_forces_ev_per_a": [[-0.17, -0.17, 0.41], [-0.13, -0.06, 0.11], [0.10, -0.15, -0.03], [-0.01, 0.24, -0.33], [-0.19, 0.11, -0.02], [0.15, 0.24, 0.14], [-0.27, -0.86, 1.93], [0.16, -0.04, 0.25], [-0.16, -0.15, 0.20], [-0.10, 0.08, 0.23], [-0.25, 0.07, -0.25], [2.11, 0.92, 4.26], [0.00, 0.35, -0.31], [-0.11, 0.31, -0.16], [-1.82, -1.75, -4.37], [-0.22, -0.53, -0.14], [0.85, 0.84, -2.36], [0.07, -0.09, 0.05], [-0.08, 0.11, 0.14], [-0.12, 0.70, -0.21], [0.18, -0.14, 0.47]],
  "lowdin_charge": [-0.0704, 0.1373, 0.1386, 0.1075, 0.0925, -0.0873, -0.0880, 0.1120, -0.0212, 0.0931, 0.0790, -0.2398, 0.0873, 0.0638, -0.2544, -0.0786, -0.2645, 0.0844, 0.0570, -0.0016, 0.0533],
  "homo_ev": -6.9,
  "spin_multiplicity": 1,
  "e_tot_ha": -494.66913
}


{
  "formula": "C4H12N2O3",
  "method": "ωB97M-V with the def2-TZVPD basis set",
  "elements": ["C", "H", "H", "H", "H", "H", "H", "C", "O", "O", "H", "O", "H", "C", "C", "H", "N", "H", "H", "N", "H"],
  "positions_angstrom": [[1.4774, -1.8822, -1.6059], [2.2592, -1.5053, -2.2625], [1.1468, 3.4079, 1.7380], [-2.4491, -0.3288, 0.7603], [-1.6469, 0.1241, -1.7362], [1.7813, -1.7829, -0.5623], [-0.5120, 3.1834, 1.1591], [-0.7491, -1.4095, -1.1151], [-1.8817, -0.7873, -1.4996], [-0.2229, 0.7346, 0.3266], [0.3724, 1.1132, 2.2565], [0.3348, -1.1022, -1.8628], [-1.8462, -1.5896, 1.6815], [0.5228, 2.8825, 1.0211], [0.6536, 1.3833, 1.2316], [-0.9080, -2.4536, -0.8575], [-1.6818, -0.6430, 1.3642], [0.8306, 3.1483, 0.0138], [1.6851, 1.0501, 1.0514], [-0.4507, -0.6065, 0.7284], [1.2844, -2.9366, -1.8305]],
  "atomic_forces_ev_per_a": [[0.37, -0.24, 0.22], [-0.03, -0.07, 0.07], [0.09, 0.11, 0.05], [0.16, -0.22, -0.03], [0.03, -0.03, 0.07], [0.03, 0.01, -0.01], [-0.09, 0.08, 0.04], [0.54, 1.84, 2.78], [0.24, -0.13, -0.39], [-0.64, -0.25, -0.14], [0.04, 0.02, -0.13], [-0.98, 0.18, -0.11], [0.06, 0.03, 0.01], [-0.02, -0.46, -0.06], [0.12, 0.10, 0.32], [0.01, -0.05, -0.02], [-0.45, 0.58, 0.20], [0.05, 0.11, -0.11], [-0.10, -0.01, 0.06], [0.55, -1.65, -2.82], [0.03, 0.04, 0.00]],
  "lowdin_charge": [-0.0746, 0.0947, 0.0713, 0.0740, 0.1227, 0.0918, 0.0730, -0.3077, 0.0423, -0.2026, 0.1094, -0.0953, 0.0760, -0.0796, -0.2820, 0.1455, -0.0033, 0.0701, 0.1104, -0.1293, 0.0930],
  "homo_ev": -7.5,
  "spin_multiplicity": 1,
  "e_tot_ha": -494.68590
}


{
  "formula": "C4H12N2O4",
  "method": "ωB97M-V with the def2-TZVPD basis set",
  "elements": ["N", "O", "H", "H", "H", "C", "H", "O", "H", "N", "H", "H", "H", "C", "H", "O", "C", "H", "O", "C", "H", "H"],
  "positions_angstrom": [[-2.2175, -0.3020, -0.8333], [-2.1596, -2.4793, -0.1356], [2.0509, 2.8598, 1.0806], [-1.8747, 2.1976, 1.1783], [1.2453, 2.3117, 2.3438], [-0.0913, -1.2893, 0.1049], [0.6429, -1.0155, -2.1164], [-1.2775, 2.7431, 0.6782], [0.7756, -3.1168, -0.3390], [0.5573, -2.5008, 0.4292], [-3.1020, -0.1375, -1.3016], [-1.8143, 0.5927, -0.5703], [0.0349, -2.9103, 1.2216], [2.0475, -0.2495, -0.8223], [2.7313, -0.2698, -1.7049], [1.2243, 2.8731, 1.5599], [-1.6175, -1.4139, -0.3105], [-0.3265, 2.8358, 0.9784], [2.4878, 0.1025, 0.2368], [0.6143, -0.6288, -1.1253], [-0.1109, -0.5475, 0.9685], [0.1798, 0.3448, -1.5211]],
  "atomic_forces_ev_per_a": [[0.60, 1.62, 0.19], [-0.42, -0.27, -0.39], [0.33, -0.43, 0.16], [0.41, -0.19, 0.77], [0.55, -0.02, -0.34], [-1.21, 2.30, -2.03], [-0.32, -2.01, -0.47], [0.57, 0.62, -1.17], [-0.56, -0.12, 0.11], [-0.36, 0.12, 1.82], [0.02, -1.20, 0.48], [0.29, -0.19, -0.24], [0.72, -0.40, -1.07], [0.19, 0.09, -0.49], [-0.15, 0.01, 0.08], [-0.55, 0.42, 0.30], [0.06, -0.77, 0.48], [-1.36, -0.64, 0.21], [-0.17, 0.04, 0.35], [0.72, 2.40, 0.83], [0.51, -0.87, -0.93], [0.12, -0.53, 1.33]],
  "lowdin_charge": [0.1515, 0.0534, 0.0606, 0.0124, 0.0744, -0.3266, 0.1017, -0.0974, 0.0931, 0.0598, 0.1164, 0.0677, 0.1051, -0.2782, 0.1209, -0.0325, -0.4991, -0.0051, 0.0432, -0.1220, 0.1629, 0.1375],
  "homo_ev": -9.2,
  "spin_multiplicity": 1,
  "e_tot_ha": -570.06319
}


{
  "formula": "C4H12N2O5P",
  "method": "ωB97M-V with the def2-TZVPD basis set",
  "elements": ["H", "C", "P", "H", "O", "C", "O", "N", "H", "O", "H", "H", "H", "O", "H", "H", "H", "N", "H", "C", "H", "O", "H", "C"],
  "positions_angstrom": [[-0.8396, -0.9197, -1.4868], [0.0324, 0.1111, 0.4508], [1.8766, -0.5035, 0.0569], [0.1486, -2.3368, 0.3297], [-0.7322, -2.3715, -0.1029], [-1.0541, -1.0492, -0.4742], [1.8976, -0.9713, -1.4196], [0.1033, 1.7062, -1.4239], [-0.0439, 2.6839, -1.6997], [0.9579, 2.2756, 0.5737], [0.2245, 0.6343, 2.3160], [0.9169, 1.3267, -1.9167], [-2.9245, -0.1163, -0.8227], [2.8541, 0.6621, 0.2630], [-2.1545, 0.2530, 0.7537], [-2.9221, -1.4116, 0.4809], [1.7361, 1.7589, 0.3840], [-0.2559, -0.0558, 1.8539], [-0.9775, 2.0958, 0.3395], [-2.3826, -0.5746, 0.0047], [0.0593, -0.9885, 2.1171], [1.8927, -1.8340, 0.8262], [1.5789, -1.9605, -1.3846], [0.0080, 1.5857, -0.0190]],
  "atomic_forces_ev_per_a": [[0.16, 0.50, -1.67], [1.20, -2.35, -3.08], [-0.93, 0.29, 4.16], [0.08, -0.22, 0.00], [0.03, 0.03, 0.31], [2.49, 2.20, 3.45], [-0.75, -3.02, -3.09], [-1.14, 0.31, -2.50], [0.33, -0.70, 0.18], [1.01, 2.91, 2.73], [1.47, 1.77, 1.72], [-0.28, 0.08, 0.77], [-0.37, -0.22, 0.04], [-0.80, -1.95, -0.51], [-1.03, -1.30, -0.63], [-0.04, 0.55, -0.22], [2.21, -0.25, 0.22], [-1.46, -1.70, -1.86], [1.02, -0.97, -0.83], [-0.33, 0.86, 0.65], [0.17, 0.41, 0.23], [0.24, 1.03, -0.09], [0.91, 2.74, -0.19], [-4.19, -1.01, 0.20]],
  "lowdin_charge": [0.0855, -0.3456, 0.3587, 0.0287, -0.0839, -0.3389, -0.1802, 0.0702, 0.0804, -0.0244, 0.0409, 0.0751, 0.0661, -0.3333, 0.0680, 0.0813, -0.0207, 0.0592, 0.1618, -0.0842, 0.0789, -0.3893, 0.1362, -0.5907],
  "charge": -1,
  "homo_ev": -4.6,
  "spin_multiplicity": 1,
  "e_tot_ha": -986.80974
}


Relative energy (zero: lowest compared OMol25 entry of this formula, charge and spin) list, top to bottom, in eV: 3.254 5.067 2.750 5.271 5.669 5.212 1.885 0.354